Computed, not measured: 2 unconnected molecules or ions with the total composition CH6NOP, with the ωB97M-V functional and the def2-TZVPD basis.

- Gap between HOMO and LUMO (spin up / spin down): 0.364 / 0.271 hartree
- Multiplicity: 1
- Total charge: 0
- Relative energy (zero: lowest compared OMol25 entry of this formula, charge and spin): 4.412 eV

Last column: natural (NBO) charge in e.
CARTESIAN COORDINATES (ANGSTROEM)
C1 -1.559 -0.325 -0.272  -0.39
N1 1.090 -0.967 0.079  -0.88
O1 3.511 -0.248 -0.138  -1.05
P1 2.140 0.261 0.014  1.68
H1 -1.762 -1.344 -0.525  0.19
H2 -1.675 0.008 0.739  0.18
H3 -1.335 0.388 -1.039  0.18
H4 1.001 -1.414 0.983  0.36
H5 1.711 1.017 -1.066  -0.13
H6 2.012 1.153 1.076  -0.14